[1]
The following is a quantum chemistry calculation of a molecular structure, C20H42NP3PdSe in a non-equilibrium geometry, from the OMol25 dataset.

Computed properties:
⟨S²⟩   6.0414
E   -4393.65526 hartree
Energy relative to the best compared isomer or geometry (same formula, charge and spin)   126.7 kJ/mol
Kohn-Sham gap (spin up / spin down)   6.88 / 5.17 eV
Net charge   +4
Molecular weight   574.87 g mol⁻¹
Spin multiplicity   5
E_HOMO (spin up / spin down)   -19.110 / -20.655 eV

Each line ends with the Löwdin spin population.
Geometry (Å):
Pd -1.159 0.388 -0.363  0.833
P -0.430 2.010 1.373  0.272
P -3.333 0.176 -0.012  0.254
P 2.884 -0.718 -0.945  0.103
H -2.446 -1.264 -2.141  0.008
C -1.486 -1.545 -1.733  0.220
C -1.335 -1.786 -0.342  0.024
H -2.127 -2.266 0.242  0.006
C -0.088 3.878 1.304  0.048
C -1.513 1.988 2.867  0.042
C 1.203 1.493 2.052  0.054
C -4.309 -0.837 -1.123  0.035
C -3.686 -0.577 1.571  0.039
C -4.171 1.770 -0.169  0.068
C 3.795 -2.099 -1.667  0.025
C 2.282 -1.244 0.666  0.015
C 3.822 0.856 -1.019  0.013
H -0.806 -2.036 -2.464  0.007
H -0.334 -2.091 -0.061  0.003
H 0.147 4.239 2.338  0.011
H -0.965 4.445 0.928  0.000
H 0.773 4.076 0.627  0.000
H -1.121 2.650 3.656  0.010
H -1.527 0.972 3.269  0.000
H -2.540 2.281 2.599  0.000
H 1.488 2.065 2.945  0.012
H 1.978 1.628 1.288  0.001
H 1.133 0.434 2.328  0.001
H -5.214 -0.325 -1.400  0.006
H -4.454 -1.864 -0.749  0.001
H -3.777 -0.850 -2.072  0.005
H -4.432 0.052 2.072  0.005
H -2.795 -0.680 2.198  0.003
H -4.088 -1.576 1.378  0.003
H -5.096 1.582 -0.698  0.009
H -3.595 2.470 -0.771  0.006
H -4.360 2.165 0.825  0.002
H 4.859 -1.842 -1.653  0.004
H 3.481 -2.299 -2.700  0.002
H 3.633 -2.964 -1.012  0.001
H 2.439 -2.335 0.761  0.001
H 1.209 -1.042 0.861  0.006
H 2.860 -0.787 1.470  0.002
H 4.857 0.651 -1.332  0.001
H 3.807 1.345 -0.029  0.001
H 3.375 1.542 -1.750  0.007
C 1.148 0.225 -4.246  0.255
C 1.350 -1.168 -4.357  0.073
C 1.898 -1.701 -5.519  0.069
C 2.316 -0.825 -6.520  0.233
C 1.992 0.548 -6.468  0.022
C 1.291 1.071 -5.381  0.108
Se 0.931 1.091 -2.626  1.004
H 1.871 -0.487 -1.943  0.049
H 1.139 -1.789 -3.489  0.000
H 2.013 -2.765 -5.610  0.001
H 2.955 -1.187 -7.317  0.009
H 2.383 1.240 -7.202  -0.001
H 1.039 2.137 -5.305  0.008
C 0.294 -0.432 6.660  0.000
C -0.570 -1.355 5.767  0.000
C -0.301 -1.253 4.336  0.000
N -0.043 -1.217 3.207  0.000
H 1.319 -0.727 6.388  0.000
H 0.047 -0.615 7.718  0.000
H 0.124 0.652 6.497  0.000
H -0.414 -2.419 6.019  0.000
H -1.623 -1.155 5.974  0.000

Atoms 1-3, force components in eV/Å:
Pd 1.37 1.34 0.51
P 1.52 1.95 2.35
P -2.99 0.16 0.26

[2]
The following is a quantum chemistry calculation of a molecular structure, C20H43Cl2F5P2Ti in a non-equilibrium geometry, from the OMol25 dataset.

Computed properties:
E   -3739.62458 hartree
Kohn-Sham gap (spin up / spin down)   4.28 / 4.29 eV
Molecular weight   559.28 g mol⁻¹
E_HOMO (spin up / spin down)   -5.731 / -5.731 eV

Each line ends with the Löwdin charge.
Geometry (Å):
Ti 0.588 -0.769 -0.133  0.211
Cl 0.991 1.249 -1.023  0.151
P 1.498 -2.271 -1.838  0.972
C 3.002 -1.871 -2.841  -0.513
C 1.729 -3.953 -1.090  -0.508
C 0.264 -2.467 -3.308  -0.500
C 3.794 -0.787 -2.089  -0.156
H 2.606 -1.421 -3.769  0.111
C 3.948 -2.990 -3.247  -0.102
H 4.209 -3.671 -2.434  0.054
H 4.892 -2.531 -3.588  0.089
H 3.563 -3.605 -4.067  0.070
H 3.179 0.112 -1.926  0.011
H 4.681 -0.489 -2.668  0.083
H 4.136 -1.161 -1.109  0.077
H 0.281 -1.451 -3.733  0.108
C -1.145 -2.789 -2.841  -0.133
C 0.674 -3.433 -4.426  -0.113
H 1.568 -3.137 -4.985  0.062
H -0.152 -3.491 -5.151  0.085
H 0.854 -4.441 -4.039  0.074
H -1.443 -2.223 -1.954  0.036
H -1.263 -3.859 -2.622  0.073
H -1.874 -2.521 -3.622  0.089
C 2.950 -3.970 -0.161  -0.115
H 1.883 -4.645 -1.946  0.115
C 0.505 -4.439 -0.289  -0.100
H 3.878 -3.759 -0.682  0.048
H 3.057 -4.975 0.263  0.089
H 2.841 -3.255 0.664  0.057
H 0.338 -3.840 0.627  0.062
H 0.698 -5.474 0.033  0.087
H -0.429 -4.445 -0.873  0.061
Cl 1.035 -1.257 2.020  0.083
H 2.161 -1.226 -0.388  -0.076
P -1.116 3.460 1.923  1.052
C -2.099 4.166 0.574  -0.557
C -1.842 2.587 3.347  -0.565
C 0.654 3.853 1.651  -0.579
C -2.746 3.010 -0.227  -0.135
H -1.362 4.659 -0.095  0.106
C -3.073 5.240 1.098  -0.137
H -3.758 4.825 1.848  0.063
H -3.641 5.648 0.248  0.070
H -2.502 6.055 1.573  0.067
H -2.176 2.806 -1.148  0.072
H -3.776 3.276 -0.504  0.073
H -2.798 2.052 0.321  0.003
H 0.740 3.982 0.559  0.086
C 1.546 2.686 2.069  -0.177
C 1.009 5.160 2.368  -0.144
H 0.590 6.017 1.829  0.068
H 2.097 5.251 2.424  0.066
H 0.579 5.180 3.377  0.068
H 1.198 1.696 1.707  -0.009
H 1.647 2.643 3.168  0.068
H 2.550 2.828 1.652  0.075
C -3.117 1.809 2.939  -0.150
H -2.185 3.426 4.028  0.097
C -0.832 1.723 4.138  -0.115
H -3.929 2.495 2.622  0.079
H -3.456 1.176 3.775  0.081
H -2.909 1.087 2.080  -0.005
H -0.473 0.874 3.539  0.044
H -1.333 1.298 5.023  0.080
H 0.040 2.318 4.455  0.062
F -4.189 0.131 -0.177  0.122
C -3.459 -0.053 0.913  0.104
F -1.171 -1.145 -0.435  -0.458
C -3.557 -1.392 1.474  -0.546
F -3.539 -2.404 0.526  0.111
F -2.454 -1.571 2.282  0.096
F -4.657 -1.594 2.287  0.126

Atoms 1-3, force components in eV/Å:
Ti 0.55 1.06 0.03
Cl -0.16 -0.38 0.05
P -1.70 -0.95 -1.88

[3]
The following is a quantum chemistry calculation of a molecular structure, C20H43LiN2O3 in a non-equilibrium geometry, from the OMol25 dataset.

Computed properties:
E   -1130.36030 hartree
Energy relative to the best compared isomer or geometry (same formula, charge and spin)   146.9 kJ/mol
Kohn-Sham gap   5.35 eV
Molecular weight   366.52 g mol⁻¹
E_HOMO   -4.956 eV

Each line ends with the Löwdin charge.
Geometry (Å):
Li -0.769 0.083 -1.277  0.596
C -1.546 1.694 -3.926  -0.046
C -1.146 0.258 -3.862  -0.517
C -1.064 -0.328 -5.246  -0.160
C -0.341 -1.646 -5.251  -0.163
C 1.076 -1.470 -4.629  -0.126
C 1.091 -0.924 -3.236  -0.503
N 0.162 0.231 -3.174  -0.305
O 0.321 1.085 -2.258  -0.302
C 2.566 -0.574 -2.925  -0.028
C 0.839 -2.102 -2.310  -0.052
C -2.176 -0.594 -3.022  -0.050
H -2.432 1.870 -4.567  0.097
H -0.827 2.312 -4.421  0.085
H -1.753 2.041 -2.894  0.089
H -0.600 0.475 -5.872  0.133
H -2.054 -0.443 -5.684  0.114
H -0.217 -2.250 -6.090  0.092
H -1.001 -2.238 -4.733  0.073
H 1.650 -0.902 -5.381  0.132
H 1.422 -2.526 -4.557  0.122
H 3.444 -1.150 -3.122  0.083
H 2.723 -0.266 -1.905  0.061
H 2.654 0.220 -3.563  0.055
H 0.833 -1.791 -1.298  0.047
H 1.684 -2.819 -2.497  0.107
H -0.065 -2.641 -2.516  0.063
H -2.679 0.007 -2.179  0.072
H -1.841 -1.438 -2.433  0.028
H -3.045 -1.031 -3.667  0.123
C -2.957 -1.163 0.142  -0.087
C -2.466 -0.123 1.069  -0.360
O -1.757 0.855 0.391  -0.108
H -2.198 -1.791 -0.359  0.077
H -3.694 -0.954 -0.568  0.056
H -3.377 -1.903 0.897  0.114
H -1.855 -0.513 1.877  0.095
H -3.296 0.323 1.625  0.125
H -1.449 1.396 1.161  0.086
C -1.603 0.796 4.399  -0.056
C -0.103 0.802 4.239  -0.475
C 0.417 -0.589 4.601  -0.146
C 1.836 -0.736 4.314  -0.211
C 2.086 -0.581 2.896  -0.166
C 1.587 0.706 2.265  -0.390
N 0.252 1.152 2.828  -0.157
O -0.165 2.278 2.406  0.026
C 1.361 0.381 0.773  -0.027
C 2.695 1.806 2.482  0.000
C 0.321 1.850 5.282  -0.021
H -1.982 -0.135 4.021  0.057
H -2.208 1.531 3.812  0.105
H -2.194 0.736 5.284  0.081
H -0.217 -1.154 3.946  0.117
H 0.189 -0.730 5.646  0.135
H 2.098 -1.684 4.815  0.138
H 2.343 0.077 4.841  0.110
H 1.705 -1.442 2.491  0.096
H 3.108 -0.766 2.676  0.124
H 0.354 2.906 2.822  0.072
H 0.808 1.161 0.202  0.079
H 0.723 -0.498 0.655  0.072
H 2.246 0.274 0.207  0.066
H 2.474 2.762 2.099  0.060
H 3.716 1.532 2.100  0.110
H 2.854 2.009 3.505  0.053
H -0.082 1.686 6.202  0.046
H 0.127 2.861 4.912  0.089
H 1.425 1.731 5.539  0.096

Atoms 1-3, force components in eV/Å:
Li 0.27 0.63 0.30
C -1.88 0.80 0.33
C 0.65 -1.74 1.03

[4]
The following is a quantum chemistry calculation of a molecular structure, C20H43MoN6O8SSe in a non-equilibrium geometry, from the OMol25 dataset.

Computed properties:
⟨S²⟩   2.0125
E   -4585.98076 hartree
Energy relative to the best compared isomer or geometry (same formula, charge and spin)   56.3 kJ/mol
Kohn-Sham gap (spin up / spin down)   8.02 / 7.54 eV
Net charge   +1
Molecular weight   702.56 g mol⁻¹
Spin multiplicity   3
E_HOMO (spin up / spin down)   -11.345 / -11.353 eV

Each line ends with the Löwdin spin population.
Geometry (Å):
Mo -0.103 -0.607 -0.872  1.756
N -1.688 -1.506 0.394  0.006
C -3.008 -0.877 0.196  0.001
C -2.792 0.605 -0.095  0.000
N -1.720 0.858 -1.108  -0.001
C -2.277 0.848 -2.491  0.003
C -2.323 -0.555 -3.072  0.002
N -0.981 -1.144 -2.903  0.019
C -1.134 2.204 -0.807  0.006
C 0.074 2.441 -1.691  0.000
N 0.869 1.191 -1.695  0.006
H -1.756 -2.514 0.493  0.002
H -1.307 -1.161 1.282  0.004
H -3.622 -0.961 1.094  0.000
H -3.533 -1.386 -0.611  0.000
H -2.474 1.110 0.828  0.000
H -3.731 1.061 -0.417  0.000
H -1.630 1.441 -3.134  0.000
H -3.269 1.301 -2.494  0.000
H -2.622 -0.498 -4.120  -0.001
H -3.045 -1.181 -2.551  0.000
H -0.308 -0.721 -3.553  0.004
H -1.007 -2.129 -3.153  0.004
H -0.806 2.186 0.233  0.000
H -1.888 2.986 -0.926  0.001
H 0.660 3.252 -1.259  0.000
H -0.200 2.725 -2.706  0.000
H 1.370 1.078 -2.571  0.003
H 1.583 1.369 -0.938  0.006
C -4.018 3.294 3.594  0.000
C -3.568 2.349 4.709  0.000
C -3.436 0.897 4.257  0.000
S -1.926 0.483 3.291  0.002
O -1.573 1.715 2.524  0.000
C -0.672 0.175 4.583  0.000
C -0.724 0.934 5.903  0.000
C -0.071 2.313 5.821  0.000
H -4.204 4.289 3.998  0.000
H -4.944 2.941 3.135  0.000
H -3.249 3.370 2.829  0.000
H -4.304 2.369 5.515  0.000
H -2.626 2.706 5.121  0.000
H -4.261 0.642 3.587  0.000
H -3.452 0.186 5.086  0.000
H 0.273 0.352 4.062  0.000
H -0.778 -0.901 4.748  0.000
H -0.191 0.330 6.640  0.000
H -1.751 1.016 6.265  0.000
H 0.991 2.212 5.598  0.000
H -0.174 2.838 6.770  0.000
H -0.520 2.919 5.033  0.000
C 2.104 -4.170 -3.860  0.001
C 3.117 -3.117 -4.313  0.000
C 3.427 -2.012 -3.260  -0.001
C 4.508 -1.070 -3.814  0.000
C 4.881 0.053 -2.850  0.000
C 3.946 -2.709 -2.006  0.000
O 5.054 -3.161 -1.924  0.002
N 3.030 -2.906 -0.968  0.007
C 1.891 -2.185 -0.858  0.013
O 0.947 -2.435 -0.062  -0.003
N 1.485 -1.386 -1.885  0.016
C 2.151 -1.226 -3.055  0.006
O 1.682 -0.497 -3.933  0.019
H 1.832 -4.814 -4.694  0.000
H 1.189 -3.707 -3.481  0.000
H 2.514 -4.799 -3.069  0.000
H 2.749 -2.609 -5.206  0.000
H 4.059 -3.603 -4.566  0.000
H 4.132 -0.649 -4.747  0.000
H 5.389 -1.671 -4.037  0.000
H 4.018 0.681 -2.611  0.000
H 5.638 0.690 -3.305  0.000
H 5.283 -0.339 -1.916  0.000
H 3.387 -3.345 -0.128  0.000
O 2.851 -0.528 0.340  0.008
Se 1.969 0.444 1.292  0.009
O 2.034 1.924 0.656  0.005
O 0.336 -0.036 1.002  0.090
O 2.251 0.337 2.838  0.005

Atoms 1-3, force components in eV/Å:
Mo -0.03 -0.51 0.59
N -0.10 0.22 0.08
C -0.15 0.21 -0.22